[1]
151
Properties=species:S:1:pos:R:3:forces:R:3 method="wB97M-V/def2-TZVPD" e_tot_ev=-87749.577 orbital_gap_ev=8.721 charge=+1
C -2.510429 3.623769 1.074267 0.38 0.10 -1.38
C 3.821749 3.905187 3.101358 -1.25 -0.19 -1.14
O 3.672549 1.483653 -0.995313 -0.50 -0.16 0.04
H 2.231304 0.353697 3.292979 -0.31 0.18 -0.12
C 3.120980 -1.440909 2.582290 0.50 -0.61 -1.59
H 3.546638 -1.093078 -0.677151 -0.09 -0.14 -0.21
H 5.450455 3.793846 -0.988450 -0.31 0.60 0.10
O 0.965747 3.043405 -2.653095 1.13 0.56 -0.54
N -3.226202 1.235020 -4.016833 -0.68 0.56 0.39
H 7.537158 -3.840294 1.852841 -0.17 0.14 0.16
C -2.575625 4.451237 -3.416338 0.07 0.01 -0.29
C -5.100740 3.299845 -1.093758 0.75 0.40 0.60
H 4.805064 3.493140 -3.939230 0.11 -0.35 -0.05
C -5.402739 -3.788711 -3.489504 0.33 0.59 -0.59
C -5.579783 0.208387 1.367629 0.49 0.63 0.61
H -5.421414 -1.781941 2.330536 0.80 0.23 -0.12
H -0.240168 -4.318738 -0.960641 -0.03 0.02 0.18
N -0.772176 -0.980401 1.074184 0.03 1.04 0.31
O -0.875988 1.887334 -2.144289 -0.01 -0.55 -0.33
H -3.784151 1.340088 -6.048307 -0.16 -0.05 0.11
C 5.790020 -4.952311 1.207657 1.10 1.29 -1.53
H 0.208220 -3.206326 -2.843396 -0.24 0.31 -0.25
O 4.212719 -4.983440 4.357437 -0.79 1.56 -0.65
H -1.934922 5.296971 -3.170550 0.35 -0.23 0.11
H -0.730116 2.317379 1.102066 0.00 0.33 -0.15
H -2.434931 3.600988 -2.752013 0.10 0.28 0.38
C -6.115567 2.150963 2.590215 0.99 -0.08 0.25
H -6.135615 -3.377448 -4.186082 -0.24 0.21 0.42
C 6.800056 -3.819240 1.047242 0.93 -0.25 0.31
H 1.239225 -5.669593 2.538321 0.42 0.26 0.74
H -4.565159 0.531212 1.099279 0.08 -0.05 -0.12
H 2.861162 -2.017958 3.468883 0.02 0.84 0.54
H 4.976288 -5.896537 6.025155 -0.04 -0.29 -0.11
H 0.121398 -1.809116 -4.974594 0.30 -0.13 0.06
N -5.207685 -1.911845 0.206480 1.65 0.07 -0.14
H 6.258793 1.165125 2.859257 0.12 0.08 0.19
C -5.725205 -1.294070 1.403335 -1.97 -0.16 -0.39
C -1.561664 2.656919 1.728096 0.16 -0.14 0.03
H -6.262459 -3.642040 0.300020 0.07 -0.85 -0.30
H 5.183105 -0.988914 -0.139877 0.30 -0.01 -0.13
H -2.108122 1.643350 -5.727894 0.09 -0.01 0.03
H -1.420219 -2.471201 -2.756421 -0.11 -0.14 0.05
H -5.599206 -1.536917 -0.646424 -0.26 0.02 0.13
C 0.135457 2.026414 -2.790315 0.46 0.26 0.48
H -5.477924 -4.871857 -3.615973 0.37 -0.08 0.32
H -6.897084 2.471771 1.899489 -0.43 -0.19 0.24
H -4.615392 -4.925874 -1.217533 -0.47 -0.15 -0.22
H 8.003586 1.060575 2.566681 0.08 -0.11 -0.07
H 3.523465 -4.995960 6.316235 -0.02 0.55 -0.55
H -0.237414 4.064686 -1.318505 -0.05 -0.05 -0.14
H 6.356181 -2.826126 1.007560 -0.19 -0.09 0.14
H -1.094140 0.461093 -4.459691 0.27 -0.06 -0.05
H -3.096205 3.668099 -6.474786 -0.64 -0.25 -0.20
H -2.113012 1.745383 1.980726 0.09 0.09 0.42
H 0.068829 2.342705 6.485156 -0.56 -0.09 -0.62
H 7.402341 -3.951130 0.145345 -0.26 -0.12 -0.17
C 4.376056 1.079310 -1.891565 0.82 -0.28 1.00
H 5.160331 -4.817610 0.325147 -0.70 -0.45 0.39
O 4.951737 1.799479 -2.820312 0.54 0.07 -0.71
H -2.692108 1.810647 -3.373576 0.50 -0.25 -0.13
H -3.753936 -3.457633 -1.538566 0.34 0.16 0.73
H 4.415704 2.423433 4.226729 -0.05 -0.04 0.05
C 2.468925 -0.074477 2.317798 -0.72 -0.37 1.50
H 6.804168 0.452345 1.411457 0.30 -0.66 -0.01
O 0.683899 1.212547 -3.697265 -0.45 0.05 0.04
H 3.673407 3.757159 2.023068 0.59 -0.10 -0.03
C 0.564928 -0.819070 -5.043649 -0.28 1.02 -1.36
H -5.209251 2.677485 2.261456 0.12 -0.19 -0.10
H -5.155089 0.434102 -3.821102 -0.17 0.01 0.09
H 3.592408 3.290406 -2.711237 0.12 0.36 0.28
H 0.947157 3.841824 6.477812 -0.27 0.21 -0.21
H 6.591003 3.845978 -2.284387 -0.04 -0.06 -0.10
H 1.601507 2.520129 5.595815 -0.18 -0.25 -0.16
C 1.028729 -0.078693 0.233125 0.60 0.57 -0.37
H 1.164393 4.960772 -1.859902 0.24 -0.22 -0.53
H 4.202258 -1.389061 2.453216 0.07 0.02 0.47
C -4.464741 1.162868 -1.917699 -1.60 -0.48 0.77
C 7.059878 0.521576 2.469182 -0.64 0.77 0.13
H -2.520063 -1.333157 2.118034 -0.49 0.06 -0.22
H -4.274266 3.719987 -5.101361 -0.15 -0.13 -0.20
H 1.263611 -3.913743 3.168878 0.38 -0.42 0.16
O 5.046122 -4.694210 2.380300 -0.98 1.14 -0.33
H -2.660568 -1.142814 0.273334 -0.45 0.34 0.48
H -0.087620 -0.913086 3.127930 -0.12 -0.23 -0.07
H -5.104927 2.204548 -3.707768 -0.20 -0.05 0.11
O 4.833375 -0.173268 -2.019839 0.15 -0.30 -0.66
H -0.394926 -0.491497 -3.198284 0.14 0.37 0.20
H 1.651785 -0.801561 -4.998978 -0.02 -0.29 0.50
O 7.061529 -0.725552 3.145484 0.11 0.25 -0.35
C 5.546534 4.065672 -2.039651 0.92 -0.82 0.03
O 0.061514 3.544845 4.675320 -0.04 -0.26 0.80
C -2.124961 -1.543221 1.129226 0.68 -0.29 -0.24
C 4.577050 -1.160911 -1.030146 -0.76 0.69 0.83
H -6.274794 0.632826 0.634859 0.05 -0.13 -0.27
H -5.881593 2.990974 -0.391798 -0.12 -0.19 -0.17
O -4.080433 2.330191 -1.210655 0.60 -0.44 -0.86
C -5.206823 -3.380801 0.141044 -1.18 1.64 0.51
C 4.665626 3.208995 -2.896337 -1.14 0.06 -0.59
C 5.000141 -5.490666 3.411443 0.59 -2.38 0.87
C -0.835368 -3.361087 -2.529780 1.13 -0.23 -0.23
C -3.111676 1.839149 -5.345149 -0.20 0.12 -0.11
H -2.069174 -2.612641 0.929408 0.15 -0.05 0.32
H 2.808159 -2.166698 1.821492 0.05 0.31 -0.37
C 0.085833 -0.763576 2.076302 -0.24 -0.52 -0.01
O 3.620705 2.644709 3.735781 0.34 -0.01 0.27
H 5.424123 5.111573 -2.310880 -0.36 0.09 0.50
H 3.377727 -6.524112 5.522498 0.22 -0.12 -0.44
C -3.308674 3.349915 -5.452585 1.18 0.48 0.30
O -1.031935 3.331367 2.873802 0.13 0.08 0.19
H -0.825899 -0.443496 -0.977484 0.25 0.13 -0.12
C -0.373564 2.650051 3.811093 -1.11 1.18 -0.89
C -4.729403 -3.836972 -1.211877 0.41 -0.03 -0.59
C -0.240359 -0.432611 -0.075649 0.20 -1.08 0.34
H 4.786929 4.367756 3.284166 -0.07 0.04 0.21
O 5.560344 -6.557713 3.495977 -0.02 0.24 0.05
H 3.032792 0.723102 1.842714 0.34 -0.50 -0.43
O -5.919626 0.751732 2.634904 -0.13 -0.14 -0.33
H -4.444629 -3.364794 -3.820212 0.21 -0.58 -0.19
H -1.176182 -4.229300 -3.104363 -0.39 0.13 0.17
C 0.813517 3.966897 -1.598058 -1.10 0.23 1.11
N 1.206624 -0.252175 1.585729 -0.30 -0.05 -0.30
H -4.678559 -3.754057 1.019199 0.44 -0.25 -0.34
H 2.962694 4.547602 3.316119 0.40 0.25 0.65
H 6.307590 -5.899254 1.084067 -0.34 -0.32 0.86
H 1.332385 3.647228 -0.692952 0.26 -0.26 -0.18
O -2.269405 4.067456 -4.754554 -0.54 0.04 0.45
O -0.328611 -4.458460 2.065690 -0.18 0.33 -0.18
C 4.011844 -5.639585 5.585528 0.59 -0.83 1.00
H -3.495317 3.539600 1.525206 -0.02 0.22 -0.19
H -6.250392 2.449190 3.625931 -0.55 0.19 -0.10
H 1.677006 -4.369984 1.478964 -0.03 0.30 0.12
H -3.849756 0.294368 -1.668542 0.68 0.46 0.04
C -0.134287 0.101379 -4.084016 -0.68 -0.74 1.02
H -6.823511 -1.401562 1.455658 -0.09 -0.36 0.07
H 7.424501 -0.526736 4.013821 -0.03 -0.33 0.06
H 4.761781 -2.149175 -1.434204 0.15 0.13 -0.28
H -5.535447 3.642440 -2.034698 0.03 -0.21 -0.09
C 0.654902 3.002001 5.847998 1.59 0.34 0.82
H -0.667881 -5.293987 1.739535 -0.06 -0.02 -0.01
H -2.189345 4.664408 1.014079 0.26 0.01 0.84
C 1.061422 -4.607295 2.356678 -0.53 -0.44 -0.82
C -4.589569 1.279564 -3.426904 0.74 0.04 -0.36
H -3.586113 4.845326 -3.259895 -0.24 -0.22 -0.45
H 0.330558 -0.436060 -6.042861 0.17 -0.30 -0.13
H -2.526703 3.392387 0.002395 -0.53 -0.49 0.28
O -0.824177 -3.574235 -1.127953 -0.43 -0.04 0.11
H -5.410852 0.894328 -1.423887 -0.36 -0.21 -0.71
H 1.860707 0.272359 -0.358301 -0.22 0.29 -0.10
O -0.270294 1.462243 3.851018 0.46 -1.28 0.25
H -4.553654 4.127110 -0.634454 -0.46 0.25 -0.10
O -5.630513 -3.326937 -2.186844 -1.03 -0.48 0.55


[2]
142
Properties=species:S:1:pos:R:3:forces:R:3 method="wB97M-V/def2-TZVPD" e_tot_ev=-149982.261 orbital_gap_ev=8.318
C -3.151178 2.256993 -2.063428 -0.05 0.21 -0.91
H 3.430391 2.459968 6.498653 -0.08 -0.24 -0.12
H 0.892271 7.910748 -3.371196 0.32 -0.07 0.62
C 2.515429 3.013720 6.749654 -0.86 0.42 0.33
H 2.468901 -7.400930 4.699621 -0.10 0.16 -0.03
C -3.031891 -3.164390 -0.736016 0.77 0.30 -0.41
H 2.389992 -3.132316 -4.929600 -0.08 0.26 0.45
H 5.955305 0.378028 -5.299669 -0.28 0.47 0.00
H 0.142263 -2.988718 6.016559 -0.16 0.05 0.28
C 0.482401 3.798931 -1.796972 0.06 -0.06 0.40
N 1.280007 5.861960 -2.941204 0.26 0.12 -0.40
H -0.363601 7.110369 -1.202040 0.08 0.04 -0.01
H 2.191555 2.746104 4.366149 0.05 -0.40 -0.24
C -1.812696 -3.641487 0.065769 -0.72 0.91 0.31
Cl -0.522020 0.858378 0.047363 -0.36 0.11 -0.51
N 1.293670 2.382720 6.227675 0.54 -0.82 -0.63
Cl -3.939395 0.029874 4.158640 0.29 -0.04 -0.15
H 4.365407 -4.358448 -5.580057 0.53 0.26 0.29
H 0.949548 -5.824677 5.343309 0.14 -0.01 0.28
H 1.667436 0.658111 7.412716 0.17 0.31 0.05
C -0.778597 7.100518 -2.212857 1.06 -0.02 0.13
H 2.789830 -5.343274 3.282234 -0.21 -0.06 0.01
H -5.391451 -6.324027 -0.678859 -0.08 -0.04 -0.18
H -2.749383 2.616916 -3.016419 -0.17 0.04 -0.09
H 4.229427 -4.918701 4.150301 0.14 -0.26 0.10
H 4.118324 0.405469 -5.109972 0.24 0.33 0.17
C 2.406883 3.189766 8.258145 0.17 -0.41 0.15
C 0.363758 6.967583 -3.222800 -0.33 -0.46 -0.87
H 3.426822 -2.932804 2.999573 0.49 0.55 0.11
H 2.429575 5.549718 -4.784767 -0.71 0.29 -0.10
C 2.495054 5.930910 -3.751000 -0.08 -0.21 0.23
C -3.734910 -5.309781 -1.670520 -1.31 0.15 0.93
C -5.305597 4.337541 -2.015388 -0.24 -0.82 -0.74
C 0.382261 -3.988231 6.373254 0.39 -0.70 -0.78
H -2.835425 -2.135778 -1.061495 0.12 -0.03 -0.12
H -5.266668 -4.639571 -0.227713 0.21 -0.08 0.10
C -2.702409 -0.117380 2.867696 -0.55 0.34 0.47
H 6.034251 -1.930977 -4.547429 -0.01 -0.15 0.00
C 4.212357 -3.050486 -2.975226 -0.52 -0.36 0.12
H -1.438394 6.235551 -2.257381 -0.34 0.26 -0.16
H 0.395712 4.359646 3.557881 0.59 -0.16 -0.13
C 4.143204 -3.408377 -6.069879 -1.28 -0.39 0.07
H -0.594635 0.353768 7.049166 0.18 0.45 0.09
H 3.716987 5.419706 -2.091348 -0.08 -0.48 0.12
H -4.242813 4.572656 -2.057531 -0.12 0.64 0.29
H 1.169192 3.921102 -3.810938 0.18 0.13 -0.02
H -0.036700 6.793240 -4.236676 -0.46 0.06 0.01
C 1.393910 0.928387 6.391507 -0.61 0.06 0.04
H 5.404477 -0.809806 -3.316630 0.43 -0.08 -0.02
H -2.716588 -5.533024 -4.375856 -0.02 -0.04 0.30
H 4.911912 -0.600238 -6.304329 -0.01 0.07 -0.04
H 2.200524 0.521658 5.762353 -0.11 -0.08 -0.26
C 5.181881 -1.296043 -4.269906 -0.65 0.72 0.38
C 1.177237 2.663915 4.782536 0.42 1.65 0.17
H -3.515702 -3.988096 -4.498852 0.27 0.31 -0.53
H -0.232744 4.264709 -1.114852 -0.10 0.04 -0.14
N 2.548225 -4.508945 5.250884 -0.25 -0.05 -0.34
N -3.303537 -3.933366 -1.940098 -0.11 -1.64 -0.82
H -4.779271 1.096202 -2.824705 -0.08 0.04 -0.04
C -4.646307 1.982480 -2.202030 0.19 0.19 0.25
C 5.017764 -0.175620 -5.303020 0.13 -1.14 -0.16
H -1.715802 -4.260739 -4.937381 -0.37 0.47 -0.33
H 3.974298 -3.004627 5.409370 0.11 -0.31 -0.13
H -0.914706 -3.580010 -0.543395 0.03 -0.47 -0.02
H -3.915678 -3.049097 -0.109426 -0.07 -0.47 -0.02
H -2.948755 3.056755 -1.352741 0.20 -0.38 0.36
H -0.510435 4.004599 4.943646 0.11 -0.09 0.36
H -1.263628 8.063211 -2.361467 -0.46 -0.24 -0.10
C -6.521761 2.388073 -4.807783 -0.20 0.30 -0.30
C 2.934565 -3.557070 -2.268189 1.13 0.06 -0.59
H -0.614642 0.555347 5.344421 0.57 0.51 -0.25
H -6.142803 3.302846 -5.267791 0.15 -0.17 -0.19
Cl -1.606056 -1.423491 3.270586 0.24 0.00 0.02
C 2.763816 -2.480412 3.737179 -1.23 -0.53 -0.12
H -1.672620 -2.893168 0.846398 0.07 -0.23 0.26
C -2.162584 -4.003396 -2.867088 -0.32 1.54 0.18
H 3.274434 -4.384286 -1.643608 -0.44 -0.08 0.15
C 0.630508 4.550277 -3.097788 -0.44 0.47 -0.02
N 3.957302 -2.038317 -3.975720 -0.45 0.67 -0.36
C 3.363819 -6.787459 4.787834 0.85 -0.53 -0.35
C -6.685123 2.695358 -3.333409 0.84 -1.17 0.11
H 0.603902 -4.499751 4.306239 0.25 0.15 -0.22
C 3.250060 -2.507934 -5.169124 1.14 -1.13 -0.47
H 5.029489 -2.901387 -6.438014 0.07 -0.17 -0.09
H -6.938777 1.775279 -2.791374 -0.68 0.13 -0.06
C -2.559138 -4.456648 -4.275996 0.31 -0.67 0.85
H 2.453397 -2.483578 5.881982 -0.53 -0.27 -0.09
C 0.991317 0.130993 0.452301 0.92 -0.18 -0.37
H -5.041726 1.745844 -1.199822 -0.13 -0.14 0.06
H -5.607261 4.183722 -0.968774 0.19 -0.07 0.16
Cl -3.538657 -0.483513 1.367060 0.01 0.06 -0.23
H -7.478093 2.163390 -5.287352 0.04 -0.21 0.06
Cl 0.865920 -1.630965 0.312006 0.04 0.18 0.28
C 3.591725 5.109092 -3.129727 1.29 0.82 -0.01
H -6.310881 5.397330 -3.673411 0.33 0.06 -0.05
H -1.282773 -4.505178 -2.447379 -0.12 -0.48 -0.13
N -5.370145 3.087067 -2.794481 -0.67 1.02 -0.22
H 4.865408 -2.650919 -2.196670 0.03 0.29 -0.14
H 1.975548 2.303797 8.728590 0.25 -0.19 -0.10
H -0.350757 4.735122 -3.552278 -0.07 -0.27 -0.01
H -5.878575 -5.004940 -1.796639 0.01 -0.23 -0.11
H 0.172718 2.769404 -1.979449 -0.03 0.01 0.04
H 2.510358 -2.761505 -1.661926 -0.09 -0.03 -0.01
H 3.506075 -3.767763 -6.884520 0.25 0.41 -0.38
H 1.729078 3.980346 8.577611 0.24 0.32 -0.29
H -1.857120 -2.950727 -2.937019 0.23 -0.06 -0.26
H 0.622544 1.928109 4.210992 -0.06 -0.26 0.38
H 2.608604 3.989228 6.270847 0.09 0.03 0.08
H 0.105919 -0.819874 6.073180 0.47 0.06 -0.16
H -0.522667 -4.561054 6.572036 -0.16 0.36 0.29
H 1.022423 -3.938150 7.252246 -0.16 0.01 0.14
H 4.517137 5.415855 -3.633456 0.07 -0.21 0.03
H 2.865164 -1.699234 -5.788218 0.11 0.34 0.31
H 1.432022 3.792945 -1.258977 0.06 -0.14 -0.10
C 3.243183 -5.371084 4.283577 -0.15 0.81 0.59
H -3.857448 -5.919258 -2.563900 0.56 0.36 -0.33
H -3.044387 -5.848225 -1.008896 0.16 0.01 -0.01
H -7.216026 5.344572 -2.185204 0.00 0.04 0.05
C -6.208096 5.437862 -2.589802 0.22 -0.14 0.34
H -5.817245 1.574295 -4.975766 0.01 0.03 -0.09
H 3.415695 3.319893 8.653662 -0.17 0.25 0.30
H -7.498349 3.413857 -3.268689 0.28 0.21 0.63
C 2.921879 -3.110463 5.119893 0.74 0.44 0.03
Cl 2.224086 0.674663 -0.739023 -0.14 -0.09 0.40
C 0.526035 4.035743 4.593763 -1.01 -0.08 -0.10
C 1.114221 -4.750022 5.252280 -0.26 0.18 0.19
H -1.989222 -4.610900 0.526240 0.31 -0.10 -0.08
Cl -1.846935 1.431065 2.743383 -0.35 -0.14 0.48
H 1.034739 4.816908 5.155552 0.06 0.01 -0.08
H 1.781263 -2.707887 3.301887 -0.18 0.02 0.29
H 4.783266 -3.881777 -3.417557 -0.12 -0.23 0.10
H -2.610483 1.327747 -1.885528 0.01 0.11 0.55
H 2.211668 -3.903227 -3.004385 -0.14 -0.13 0.20
H 4.149012 -7.256838 4.185601 -0.19 -0.27 -0.02
Cl 1.487449 0.599306 2.090444 0.02 -0.13 -0.36
H 2.768386 -1.395090 3.815364 0.60 0.00 -0.29
H 2.801798 6.976926 -3.806023 0.06 -0.04 0.04
C 0.045478 0.271214 6.164917 -1.00 -1.31 0.48
H 3.726617 -6.837083 5.814267 -0.17 0.23 0.07
C -5.142750 -5.333282 -1.061656 0.00 0.32 0.34
H 3.528606 4.031725 -3.270101 -0.36 -0.02 0.28
H -5.821045 6.408694 -2.281402 -0.06 0.07 -0.14


| no. | lowest unoccupied orbital energy (eV) | M (g mol⁻¹) |
| --- | --- | --- |
| 1 | -1.7330 | 922.1 |
| 2 | 0.2389 | 914.8 |